Entry 1:
ORCA calculation (the ωB97M-V functional and the def2-TZVPD basis) on an isolated molecule of C2H2F3NO2.

The geometry in XYZ format:
```
10
Properties=species:S:1:pos:R:3:forces:R:3
F 0.229047 0.377168 1.679972 -0.7091 -1.2692 0.0678
F 0.599525 -1.466622 -0.728835 1.0617 -0.2095 0.1350
F -1.880880 0.063660 1.069611 0.5220 -0.1931 0.1230
O 0.415028 2.053928 -0.618244 -1.4876 3.3848 0.2914
O 2.054407 0.699211 -0.941195 -0.5172 0.4116 0.1623
N 0.910227 1.019757 -0.716423 0.3377 -5.8004 -0.4934
C -0.146766 -0.372734 -0.525305 -0.3425 0.3402 -1.3119
C -0.614473 -0.439913 0.959648 -0.1593 4.6910 -2.3149
H -0.628299 -1.427587 1.192660 0.3262 -2.8399 1.5958
H -0.937816 -0.506868 -1.371890 0.9682 1.4846 1.7449
```
Forces are in eV/Å.

Calculated values
E ... -582.09912 hartree
SMILES ... O=[N+]([O-])[C@@H](F)C(F)F
Energy relative to the best compared isomer or geometry (same formula, charge and spin) ... 108.9 kcal per mole
HOMO-LUMO gap ... 11.59 eV

In the natural (NBO) picture, each atom carries the following charge in e: F -0.32; F -0.32; F -0.33; O -0.31; O -0.36; N 0.55; C 0.19; C 0.52; H 0.15; H 0.21

Entry 2:
ORCA calculation (the ωB97M-V functional and the def2-TZVPD basis) on a cluster of 4 separate species, C5H14O6 in total.

The geometry in XYZ format:
```
25
Properties=species:S:1:pos:R:3:forces:R:3
O 1.385010 0.622032 -0.205618 -1.1569 1.7972 0.2438
O -2.805070 0.607802 -1.403888 -0.1550 1.0601 -1.2673
O -3.189140 0.441232 -4.575548 0.0971 0.2919 -0.1078
O -0.587970 1.739552 0.251812 1.0116 -0.5460 -0.3772
O 1.132250 1.743422 1.724812 -4.3940 1.9802 -2.2421
O -2.562000 -1.724868 -0.230038 -0.1295 0.8572 -0.6598
C 2.373500 1.200972 1.856102 0.8019 -0.7238 -0.1661
C 0.559030 1.401412 0.515902 -0.1203 0.7950 1.2845
C 2.232260 0.117372 0.807052 3.7759 -2.9120 0.9984
C 3.651740 -0.352178 0.327182 -0.7768 0.5872 -0.0301
C -2.002280 -1.326958 1.016532 -0.0408 -0.8016 0.1852
H -2.370160 -2.654988 -0.370308 -0.0935 -0.1523 -0.1050
H 3.164220 1.909232 1.608662 0.0272 0.1334 0.0571
H -3.506130 -0.459468 -4.642608 -0.2158 -0.4867 -0.2256
H 3.628640 -1.111058 -0.454898 -0.0460 0.1768 0.0469
H -0.949700 -1.603408 0.955262 0.1810 0.2321 0.6055
H -2.400760 -0.216138 -1.132088 0.2826 -2.0396 0.4908
H -2.132590 -0.258048 1.185472 0.0084 -0.1117 -0.2009
H -2.926380 0.535622 -3.659968 0.0764 0.2460 0.4665
H -2.527770 -1.877278 1.796982 0.3082 0.1411 0.2961
H 1.626520 -0.700558 1.197152 0.4865 -0.3877 0.4170
H 4.285260 -0.702208 1.142182 -0.6221 -0.4295 0.3879
H 2.360240 0.959812 2.919012 0.9525 -0.7922 -0.2278
H -2.680040 1.194112 -0.657668 0.0722 0.9471 0.7597
H 4.241330 0.514592 0.028522 -0.3310 0.1378 -0.6299
```
Forces are in eV/Å.

Calculated values
E ... -649.93006 hartree
Charge ... +1
HOMO-LUMO gap (alpha / beta) ... 12.06 / 3.66 eV
2S+1 ... 2

In the natural (NBO) picture, each atom carries the following charge in e: O -0.45; O -0.53; O -0.75; O -0.52; O -0.45; O -0.73; C -0.10; C 0.99; C 0.06; C -0.64; C -0.26; H 0.50; H 0.20; H 0.48; H 0.24; H 0.18; H 0.51; H 0.19; H 0.47; H 0.21; H 0.18; H 0.24; H 0.23; H 0.51; H 0.23

Entry 3:
ORCA calculation (the ωB97M-V functional and the def2-TZVPD basis) on a cluster of 2 separate species, C3H12N in total.

The geometry in XYZ format:
```
16
Properties=species:S:1:pos:R:3:forces:R:3
N 2.477087 -0.723005 1.471178 -1.0639 2.8455 2.4756
C -2.225254 -0.121397 -0.993263 -0.0480 0.9773 0.0995
C 0.294650 0.317359 -0.563947 -3.8829 -3.5786 -0.0536
C -1.164435 0.765564 -0.318478 -0.3861 1.6304 0.8717
H 3.152324 -0.444124 2.252265 -0.7360 0.7062 -1.6215
H 2.536206 -1.709681 1.653706 -0.4765 -1.1189 -1.4814
H -3.249084 0.067306 -0.548346 1.2050 -0.2280 -0.6310
H -1.292449 0.622997 0.770756 -0.2864 0.7894 -0.2901
H 0.917210 0.514363 0.279812 0.2320 0.3991 0.1901
H -1.944814 -1.182784 -0.854944 -0.3990 0.4067 -0.3850
H 0.612503 0.724247 -1.457613 1.2831 0.6092 -1.7759
H -0.041782 -0.831384 -0.726751 2.2473 2.0494 0.4522
H 1.503284 -0.344361 1.762021 1.7363 -1.1798 -0.0833
H 2.555830 -0.217964 0.538776 0.8471 -1.5959 0.9493
H -1.321760 1.863176 -0.674433 0.2104 -1.7783 1.1353
H -2.196848 0.230093 -2.039363 -0.4824 -0.9338 0.1481
```
Forces are in eV/Å.

Calculated values
E ... -175.92880 hartree
Energy relative to the best compared isomer or geometry (same formula, charge and spin) ... 43.1 kcal per mole
Charge ... +1
HOMO-LUMO gap ... 10.10 eV

In the natural (NBO) picture, each atom carries the following charge in e: N -0.91; C -0.61; C -0.62; C -0.39; H 0.47; H 0.47; H 0.24; H 0.18; H 0.13; H 0.20; H 0.23; H 0.22; H 0.47; H 0.50; H 0.22; H 0.22

Entry 4:
ORCA calculation (the ωB97M-V functional and the def2-TZVPD basis) on a structure of composition C4H15NO2S.

The geometry in XYZ format:
```
23
Properties=species:S:1:pos:R:3:forces:R:3
S 0.990975 -0.254824 1.534250 0.2451 -0.7519 0.9712
O 1.823999 0.299240 -1.581230 -0.1985 -0.8018 3.4581
O 0.708560 -0.470694 -3.813475 -3.4367 -0.4055 -1.5143
N -0.937335 0.320351 -1.399059 0.8761 2.0561 0.2300
C -2.253923 -0.074932 0.650626 -0.9059 -1.3303 1.1920
C -1.858372 -0.588401 -0.702471 1.9378 -0.0730 -0.9281
C 1.106823 0.858384 3.000004 -3.2556 0.7012 -0.3399
C -1.200344 0.020321 1.749241 1.0558 2.7651 -2.8052
H 0.964007 0.431821 -0.997790 1.5785 -0.3363 -1.8830
H 2.390415 -0.213775 -0.913940 -0.9678 1.1331 -1.6099
H -0.671738 0.155126 -2.394460 -0.7952 -0.1500 1.1571
H 1.228902 -0.355976 -3.069712 2.1940 0.4977 2.6309
H 0.813189 0.348058 3.924246 0.1514 -0.1356 -0.3109
H -2.884594 0.887293 0.580581 1.1236 -1.2339 0.1092
H 2.048510 1.304859 3.142802 1.2685 0.4634 -0.2333
H 0.250052 1.681766 2.827883 2.0022 -1.7028 0.3987
H -2.882253 -0.893251 1.140293 -0.1276 1.1552 -1.2650
H -1.250375 -1.540154 -0.602566 -1.2766 0.6663 -0.0997
H -1.517945 -0.652158 2.484654 0.9528 -0.6143 1.7401
H -1.154778 1.332598 -1.254310 -0.0352 -1.3309 -0.3955
H 1.243635 -0.580607 -4.562056 1.1333 -0.1767 -1.4182
H -0.180226 0.656292 1.241271 -2.5011 0.5365 1.1821
H -2.716640 -0.647759 -1.328232 -1.0189 -0.9319 -0.2663
```
Forces are in eV/Å.

Calculated values
E ... -764.62776 hartree
Energy relative to the best compared isomer or geometry (same formula, charge and spin) ... 122.1 kcal per mole
HOMO-LUMO gap ... 8.19 eV

In the natural (NBO) picture, each atom carries the following charge in e: S 0.07; O -1.01; O -0.98; N -0.91; C -0.48; C -0.21; C -0.74; C -0.43; H 0.51; H 0.48; H 0.42; H 0.49; H 0.22; H 0.22; H 0.23; H 0.24; H 0.21; H 0.20; H 0.20; H 0.36; H 0.47; H 0.25; H 0.19